No. 1
{
  "formula": "C2H2O5S",
  "method": "ωB97M-V/def2-TZVPD",
  "e_above_lowest_ev": 0.815,
  "smiles": "O=S(=O)=O.O=C1CO1",
  "total_charge": 0,
  "symbols": ["O", "S", "O", "O", "O", "C", "C", "O", "H", "H"],
  "positions_angstrom": [[-1.003, 2.711, 0.797], [-1.854, 1.823, 0.081], [-2.812, 2.482, -0.733], [-1.805, 0.413, 0.261], [-0.707, -1.354, 0.413], [0.427, -1.128, 0.247], [1.785, -1.482, -0.258], [1.368, -0.245, 0.436], [2.019, -1.200, -1.359], [2.581, -2.022, 0.114]],
  "forces_ev_per_angstrom": [[0.6, -0.7, 0.2], [-0.5, 1.4, 0.6], [-0.4, -0.6, -0.6], [-1.1, 2.2, -0.4], [0.5, -1.8, 0.5], [1.8, -1.9, -0.7], [-1.4, 1.9, -4.0], [0.0, 1.5, 1.1], [-0.6, -0.7, 1.8], [1.1, -1.2, 1.6]],
  "mulliken_charge": [-0.40, 1.06, -0.40, -0.31, -0.45, 0.74, -0.33, -0.32, 0.15, 0.27]
}



No. 2
{
  "formula": "C3H7BrO",
  "method": "ωB97M-V/def2-TZVPD",
  "e_above_lowest_ev": 3.098,
  "smiles": "CCCOBr",
  "total_charge": 0,
  "symbols": ["C", "C", "C", "O", "Br", "H", "H", "H", "H", "H", "H", "H"],
  "positions_angstrom": [[0.982, -1.156, 0.211], [0.931, 0.279, -0.343], [-0.698, 0.934, 0.258], [-1.494, 0.291, -0.670], [-3.372, 0.314, -0.490], [1.177, -1.128, 1.231], [0.015, -1.639, 0.175], [1.598, -1.758, -0.440], [0.747, 0.491, -1.382], [1.709, 0.994, -0.156], [-0.902, 0.413, 1.301], [-0.692, 1.965, 0.305]],
  "forces_ev_per_angstrom": [[-0.7, 1.1, -2.5], [-4.2, 1.2, 1.3], [2.7, -4.9, 1.9], [-1.1, 0.0, -1.2], [1.1, 0.2, 0.3], [1.2, -0.2, 1.7], [-0.5, 0.2, -0.4], [0.7, -0.4, 0.5], [-0.1, -1.0, -0.7], [0.5, 0.0, 1.1], [0.7, 1.4, -1.7], [-0.3, 2.2, -0.2]],
  "mulliken_charge": [-1.05, -0.52, -0.45, -0.34, 0.00, 0.35, 0.32, 0.32, 0.30, 0.39, 0.27, 0.42]
}



Computed values of E_HOMO (unit: eV) for the preceding records, in sequence: -10.36; -9.88.
Computed values of orbital gap (unit: eV) for the preceding records, in sequence: 9.74; 9.36.